Record 1
DFT (ωB97M-V/def2-TZVPD) results for 3 unconnected molecules or ions with the total composition C3H7O2S.

Properties
HOMO, Ha: -0.1253
Charge: -1
DFT total energy, eV: -18148.8857

CARTESIAN COORDINATES (ANGSTROEM)
O (0.695, 0.207, -2.252)
C (0.520, -0.226, -1.107)
C (1.067, 0.838, -0.024)
C (-0.413, 0.525, -0.253)
S (-3.640, -0.234, 0.095)
H (0.822, -1.259, -0.935)
H (1.301, 1.897, -0.156)
H (1.460, 0.311, 0.924)
H (-0.725, 0.164, 0.724)
H (-1.075, 1.100, -0.899)
H (2.249, -1.056, 2.532)
H (-4.006, -1.434, -0.389)
O (1.742, -0.834, 1.738)

***

Record 2
DFT (ωB97M-V/def2-TZVPD) results for 2 unconnected molecules or ions with the total composition C3H7O3.

Properties
HOMO, Ha: -0.1481
Charge: -1
DFT total energy, eV: -9367.9584

CARTESIAN COORDINATES (ANGSTROEM)
C (-0.468, 0.206, 2.287)
O (0.290, -0.044, 3.499)
H (1.164, 0.345, 3.443)
H (-1.135, 1.046, 2.510)
H (0.143, 0.446, 1.435)
H (-1.047, -0.692, 2.116)
C (0.301, 1.172, -2.193)
C (0.027, -0.270, -1.630)
O (-0.326, -0.356, -0.432)
O (0.163, -1.169, -2.485)
H (0.722, 1.037, -3.185)
H (0.946, 1.774, -1.562)
H (-0.665, 1.674, -2.290)

***

Record 3
DFT (ωB97M-V/def2-TZVPD) results for 2 unconnected molecules or ions with the total composition C3H7O3.

Properties
HOMO, Ha: -0.1439
Charge: -1
DFT total energy, eV: -9367.7503

CARTESIAN COORDINATES (ANGSTROEM)
C (1.194, 1.006, -0.096)
C (0.621, 0.588, -1.469)
O (-0.329, 1.264, -1.924)
O (1.155, -0.388, -2.045)
H (1.697, 0.090, 0.333)
H (0.537, 1.392, 0.629)
H (2.002, 1.758, -0.147)
C (-0.905, -1.185, 0.659)
O (-2.006, -0.679, 1.368)
H (-2.306, 0.173, 1.008)
H (-0.756, -0.967, -0.410)
H (-0.857, -2.275, 0.875)
H (-0.048, -0.776, 1.219)

***

Record 4
DFT (ωB97M-V/def2-TZVPD) results for 2 unconnected molecules or ions with the total composition C3H7O3.

Properties
HOMO, Ha: -0.1547
Charge: -1
DFT total energy, eV: -9368.3791

CARTESIAN COORDINATES (ANGSTROEM)
C (1.283, 0.054, -1.792)
O (-0.060, 0.475, -1.823)
H (-0.542, -0.187, -1.263)
H (1.961, 0.881, -2.050)
H (1.617, -0.264, -0.804)
H (1.509, -0.683, -2.547)
C (-0.541, 0.493, 1.603)
C (-1.297, -0.796, 1.298)
O (-1.180, -1.255, 0.137)
O (-1.791, -1.385, 2.291)
H (-0.376, 1.097, 0.697)
H (0.489, 0.388, 1.980)
H (-1.073, 1.182, 2.272)

***

Record 5
DFT (ωB97M-V/def2-TZVPD) results for 2 unconnected molecules or ions with the total composition C3H7O3.

Properties
HOMO, Ha: -0.1557
Charge: -1
DFT total energy, eV: -9368.0838

CARTESIAN COORDINATES (ANGSTROEM)
C (-1.191, 0.646, -1.043)
C (-0.470, 1.267, 0.194)
O (-0.475, 0.484, 1.179)
O (0.105, 2.369, 0.049)
H (-1.223, -0.425, -0.842)
H (-0.602, 0.656, -1.980)
H (-2.140, 1.072, -1.358)
C (1.354, -1.713, -0.483)
O (0.527, -2.406, 0.460)
H (0.159, -1.710, 0.998)
H (2.169, -1.207, 0.050)
H (0.761, -0.869, -0.828)
H (1.712, -2.409, -1.235)

***

Record 6
DFT (ωB97M-V/def2-TZVPD) results for 2 unconnected molecules or ions with the total composition C3H7O3.

Properties
HOMO (spin up / spin down), Ha: -0.3739 / -0.3736
<S²>: 0.76
Spin multiplicity: 2
DFT total energy, eV: -9364.2147

CARTESIAN COORDINATES (ANGSTROEM)
C (2.019, 0.021, 0.592)
C (0.670, -0.593, 1.184)
O (0.415, -1.628, 0.492)
O (0.188, -0.022, 2.123)
H (2.755, -0.096, 1.374)
H (1.828, 1.058, 0.338)
H (2.340, -0.443, -0.356)
C (-1.702, 0.676, -1.076)
O (-1.873, -0.741, -1.060)
H (-1.577, -1.160, -0.243)
H (-2.619, 0.963, -1.624)
H (-1.679, 1.127, -0.103)
H (-0.765, 0.838, -1.639)

***

Record 7
DFT (ωB97M-V/def2-TZVPD) results for 2 unconnected molecules or ions with the total composition C3H7O3.

Properties
HOMO (spin up / spin down), Ha: -0.3533 / -0.3528
<S²>: 0.76
Spin multiplicity: 2
DFT total energy, eV: -9364.5109

CARTESIAN COORDINATES (ANGSTROEM)
C (-1.710, -1.739, 1.448)
C (-1.010, -0.596, 0.807)
O (-0.057, -0.780, -0.015)
O (-1.302, 0.594, 0.933)
H (-2.313, -1.367, 2.282)
H (-1.017, -2.438, 1.898)
H (-2.429, -2.162, 0.748)
C (1.985, 1.526, -1.434)
O (0.579, 1.495, -1.514)
H (0.207, 0.801, -0.950)
H (2.406, 0.694, -0.883)
H (2.366, 1.564, -2.454)
H (2.293, 2.408, -0.867)

***

Record 8
DFT (ωB97M-V/def2-TZVPD) results for 3 unconnected molecules or ions with the total composition C3H7O3Si.

Properties
HOMO, Ha: -0.1758
Charge: -1
DFT total energy, eV: -17246.3430

CARTESIAN COORDINATES (ANGSTROEM)
C (-2.861, 0.294, -0.041)
C (1.305, 0.631, -1.332)
C (0.864, -0.308, 1.509)
O (-3.081, 1.072, -0.938)
O (-3.224, -0.283, 0.913)
O (0.590, -2.245, -0.742)
Si (0.472, -0.802, -0.309)
H (0.462, 1.209, -1.769)
H (1.940, 1.334, -0.784)
H (1.797, -0.113, -1.934)
H (0.202, -0.702, 2.260)
H (1.866, -0.701, 1.618)
H (0.970, 0.747, 1.571)
H (-1.303, -0.133, -0.022)

***

Record 9
DFT (ωB97M-V/def2-TZVPD) results for 2 unconnected molecules or ions with the total composition C3H7O4P.

Properties
HOMO, Ha: 0.0427
Charge: -2
DFT total energy, eV: -20703.2357

CARTESIAN COORDINATES (ANGSTROEM)
C (-0.399, -1.126, -1.777)
C (0.244, -0.111, 0.877)
C (-1.214, -1.399, -0.519)
O (1.884, 1.937, 1.790)
O (1.116, 1.994, -0.696)
O (-0.543, 2.520, 1.201)
O (-1.324, -2.553, -0.032)
P (0.558, 1.645, 0.652)
H (-0.073, -0.089, -1.785)
H (0.474, -1.776, -1.802)
H (-0.996, -1.325, -2.680)
H (-0.174, -0.323, 1.867)
H (1.145, -0.703, 0.712)
H (-2.031, -0.668, -0.379)
H (1.332, 1.978, 2.570)

***

Record 10
DFT (ωB97M-V/def2-TZVPD) results for C3H7OPS in the gas phase.

Properties
HOMO, Ha: -0.3345
SMILES: C=C[P@](C)(O)=S
DFT total energy, eV: -25396.0397

CARTESIAN COORDINATES (ANGSTROEM)
C (-1.636, -1.662, -0.116)
C (-0.457, -1.182, 0.171)
P (-0.301, 0.556, 0.752)
C (1.143, 1.284, -0.449)
O (0.648, 0.264, 2.152)
S (-1.853, 1.642, 1.095)
H (-1.825, -2.703, -0.466)
H (-2.572, -1.052, -0.137)
H (0.307, -1.922, 0.373)
H (0.741, 1.987, -1.221)
H (1.796, 1.944, 0.138)
H (1.563, 0.309, -0.975)
H (0.437, 1.037, 2.698)

***

Record 11
DFT (ωB97M-V/def2-TZVPD) results for a molecular structure, C3H7OPS.

Properties
HOMO, Ha: -0.3203
DFT total energy, eV: -25394.1579

CARTESIAN COORDINATES (ANGSTROEM)
C (-0.488, -0.217, -1.065)
C (-0.175, 0.191, 0.351)
C (0.409, 1.586, 0.471)
O (-0.560, -1.666, -1.176)
P (0.056, -2.575, 0.043)
S (1.631, -1.408, 0.635)
H (-1.387, 0.249, -1.512)
H (0.433, 0.097, -1.664)
H (-0.707, -0.005, 1.353)
H (1.180, 1.377, 1.125)
H (-0.337, 2.241, 0.892)
H (0.811, 2.171, -0.410)
H (-0.865, -2.039, 0.958)

***

Record 12
DFT (ωB97M-V/def2-TZVPD) results for a gas-phase ion, C3H7OS (charge -1).

Properties
HOMO, Ha: -0.0936
Charge: -1
SMILES: [O-]CCCS
DFT total energy, eV: -16105.9405

CARTESIAN COORDINATES (ANGSTROEM)
O (2.045, 1.218, 0.603)
C (2.016, 0.202, -0.315)
C (0.685, -0.710, -0.182)
C (-0.417, 0.330, -0.024)
S (-2.068, -0.528, 0.076)
H (2.015, 0.597, -1.405)
H (2.880, -0.588, -0.343)
H (0.793, -1.362, 0.705)
H (0.493, -1.300, -1.145)
H (-0.368, 0.830, 1.039)
H (-0.296, 1.180, -0.877)
H (-2.499, 0.413, -0.884)

***

Record 13
DFT (ωB97M-V/def2-TZVPD) results for 2 unconnected molecules or ions with the total composition C3H7PS.

Properties
HOMO (spin up / spin down), Ha: -0.3121 / -0.3105
DFT total energy, eV: -23344.1162

CARTESIAN COORDINATES (ANGSTROEM)
C (-1.627, -0.651, 0.098)
C (-2.293, -0.946, 1.417)
C (-1.965, -1.347, -1.137)
P (2.217, 3.336, -0.177)
S (-0.617, 0.691, 0.111)
H (-1.786, -0.155, 2.144)
H (-1.831, -1.845, 1.750)
H (-3.384, -0.893, 1.334)
H (-2.408, -0.662, -1.882)
H (-2.735, -2.080, -0.794)
H (-1.165, -1.775, -1.795)
H (1.582, 2.273, -0.640)

***

Record 14
DFT (ωB97M-V/def2-TZVPD) results for C3H7PS3 in the gas phase.

Properties
HOMO, Ha: -0.2955
SMILES: CSP1SCCS1
DFT total energy, eV: -45017.7075

CARTESIAN COORDINATES (ANGSTROEM)
C (-3.080, -1.633, -0.046)
S (-1.316, -1.255, -0.856)
P (1.305, -1.467, -0.717)
S (1.237, 0.348, -1.769)
C (1.867, 1.529, -0.472)
C (1.497, 1.073, 0.865)
S (2.079, -0.645, 1.024)
H (-2.941, -1.441, 0.961)
H (-3.753, -0.828, -0.379)
H (-3.450, -2.617, -0.194)
H (1.298, 2.500, -0.789)
H (2.951, 1.598, -0.594)
H (1.839, 1.697, 1.762)
H (0.466, 1.140, 1.203)

***

Record 15
DFT (ωB97M-V/def2-TZVPD) results for 2 unconnected molecules or ions with the total composition C3H7S.

Properties
HOMO, Ha: -0.0906
Charge: -1
DFT total energy, eV: -14059.5220

CARTESIAN COORDINATES (ANGSTROEM)
S (-0.017, 2.360, -0.936)
H (1.277, 2.013, -0.861)
C (0.330, -1.468, -0.514)
C (0.186, -2.039, 0.855)
C (-0.643, -1.506, 1.746)
H (1.021, -1.945, -1.217)
H (-0.597, -1.259, -1.035)
H (0.842, -0.495, -0.433)
H (0.635, -2.994, 1.132)
H (-0.985, -2.095, 2.585)
H (-0.904, -0.461, 1.605)

***

Record 16
DFT (ωB97M-V/def2-TZVPD) results for 2 unconnected molecules or ions with the total composition C3H8.

Properties
HOMO, Ha: -0.3742
SMILES: C=C.C
DFT total energy, eV: -3239.1387

CARTESIAN COORDINATES (ANGSTROEM)
C (-2.856, 2.759, 2.319)
C (-1.994, 2.677, 3.337)
H (-3.643, 2.035, 2.162)
H (-3.052, 3.724, 1.852)
H (-2.305, 1.825, 3.941)
H (-1.475, 3.415, 3.930)
C (3.936, -4.337, -4.560)
H (2.963, -3.874, -4.686)
H (4.109, -4.684, -3.542)
H (4.735, -3.658, -4.852)
H (3.998, -5.219, -5.186)